No. 1
ORCA calculation (ωB97M-V/def2-TZVPD) on a 5-piece molecular cluster, C40H52BF4IO6 overall.

```
104
Properties=species:S:1:pos:R:3:forces:R:3:lowdin_charge:R:1
C 1.957430 -4.383834 2.328590 -0.7 0.8 -0.3 -0.051
C 1.616921 -2.976486 2.849281 1.2 -0.7 0.0 -0.208
O 1.785950 -1.996012 1.810900 -0.3 0.3 0.0 -0.005
B 0.647886 -1.768979 1.088593 0.5 0.0 0.9 -0.755
O 0.213967 -2.751650 0.250616 -0.9 -0.4 0.3 0.218
C -0.049084 -0.335475 1.201222 0.4 1.1 -0.9 -0.575
I 0.842279 0.904211 2.788613 -0.4 -0.4 0.0 1.037
C 0.347083 0.408124 -0.128779 -1.2 -0.6 0.4 -0.207
C -0.777272 0.429149 -1.157839 0.3 0.4 -0.5 -0.187
C -0.275016 1.110384 -2.439214 0.0 -0.4 0.4 -0.189
C 0.878401 0.371460 -3.132002 -0.6 0.3 -0.1 -0.194
C 0.636241 -1.124825 -3.305726 0.0 0.2 0.1 -0.201
C -0.553105 -1.410696 -4.227487 0.5 -0.4 -0.4 -0.164
C -0.009209 -1.697168 -5.637634 -0.4 0.4 0.6 -0.245
O -0.987190 -1.559248 -6.645816 0.1 0.1 0.0 -0.177
C -1.079257 -0.206361 -7.074326 0.0 -0.5 0.3 -0.103
O -1.476713 -0.345103 1.232372 0.5 -0.4 0.0 -0.019
C -2.037229 -1.129688 2.162114 -1.9 0.0 -0.6 -0.531
O -1.565186 -1.402109 3.212352 1.5 -0.7 1.3 0.106
C -3.404908 -1.637122 1.773952 0.3 0.3 -0.1 -0.080
C -3.387649 -3.099395 1.355538 -1.0 -0.6 -0.5 -0.134
C -4.774410 -3.456019 0.747629 0.4 0.9 -0.2 -0.237
O -4.676288 -4.291335 -0.379501 -0.2 -0.5 0.5 -0.177
C -4.705747 -5.671285 -0.027426 0.3 0.2 -0.4 -0.093
H 2.492881 -4.976033 3.059058 -0.1 -0.2 0.2 0.072
H 1.043696 -4.860412 1.989559 0.0 -0.4 0.1 0.069
H 2.565982 -4.246178 1.443776 0.3 -0.1 -0.1 0.081
H 0.637107 -2.917182 3.318617 -0.2 0.1 -0.1 0.114
H 2.351023 -2.725363 3.606102 0.0 0.3 0.2 0.119
H -0.745828 -2.881192 0.262871 0.2 0.3 -0.5 0.098
H 1.180912 -0.120021 -0.586223 0.5 0.3 0.2 0.112
H 0.574310 1.436457 0.104383 0.4 0.2 -0.1 0.061
H -1.154514 -0.568883 -1.362200 -0.1 -0.2 -0.1 0.112
H -1.608713 1.032313 -0.815595 -0.2 0.0 0.3 0.117
H 0.058159 2.103950 -2.138043 0.1 0.2 -0.2 0.113
H -1.128075 1.248727 -3.097996 0.0 0.0 -0.2 0.102
H 1.792326 0.586845 -2.582843 0.3 -0.2 0.0 0.100
H 0.997170 0.806693 -4.125127 0.2 0.1 -0.1 0.109
H 1.541600 -1.542665 -3.744406 0.1 -0.2 0.0 0.112
H 0.518539 -1.618566 -2.344839 0.0 0.0 0.2 0.090
H -1.240362 -0.571640 -4.256680 -0.1 0.1 0.0 0.098
H -1.105806 -2.289532 -3.913825 -0.2 -0.1 0.2 0.112
H 0.815253 -0.998489 -5.796367 0.2 0.0 -0.3 0.113
H 0.384753 -2.709135 -5.640492 0.0 -0.2 -0.3 0.125
H -0.881350 0.475444 -6.250143 0.0 0.2 0.1 0.072
H -2.089682 -0.033738 -7.418216 -0.2 0.0 -0.2 0.089
H -0.360186 -0.014501 -7.865280 0.1 0.1 -0.2 0.082
H -3.808536 -1.007659 0.988184 -0.1 0.0 -0.3 0.125
H -4.050550 -1.551892 2.638975 -0.1 0.2 0.3 0.135
H -2.673811 -3.335340 0.567705 0.2 0.2 -0.1 0.111
H -3.223974 -3.778253 2.187030 0.5 0.2 0.2 0.121
H -5.449281 -3.830302 1.518549 -0.1 -0.3 0.0 0.127
H -5.205283 -2.523432 0.395285 -0.2 0.1 -0.2 0.115
H -5.704954 -6.094467 -0.100893 -0.3 0.1 0.1 0.086
H -4.071779 -6.196317 -0.732004 0.1 -0.1 -0.1 0.086
H -4.320290 -5.826951 0.975721 0.1 -0.1 0.2 0.084
F 3.091366 3.619227 -1.211809 0.0 0.0 0.0 0.055
C 3.891143 2.577689 -0.904867 0.2 -0.2 0.1 -0.286
C 3.517240 1.721681 0.111203 -0.2 0.1 0.1 -0.040
C 4.335590 0.646235 0.421737 0.1 0.0 -0.1 -0.071
C 5.518598 0.447680 -0.278338 0.0 -0.1 0.0 -0.092
C 5.880512 1.322908 -1.293763 -0.1 0.0 0.1 -0.085
C 5.060172 2.394930 -1.615964 0.1 0.1 -0.2 -0.021
H 2.594637 1.891282 0.651288 0.1 0.1 0.0 0.035
H 4.047152 -0.037236 1.211246 -0.1 0.0 0.0 0.101
H 6.157803 -0.390075 -0.031874 0.0 0.0 0.0 0.101
H 6.803752 1.171204 -1.837179 0.0 0.0 0.0 0.103
H 5.320117 3.083261 -2.409589 0.0 0.0 0.0 0.116
F -2.517874 1.268958 8.587494 -0.2 0.0 0.1 0.038
C -2.908118 1.499386 7.314805 -0.1 0.0 -0.3 -0.287
C -3.888959 2.440507 7.077232 -0.1 0.1 0.2 -0.018
C -4.284240 2.680723 5.770498 0.1 -0.1 -0.1 -0.083
C -3.702844 1.973328 4.726856 0.0 0.0 -0.1 -0.087
C -2.719935 1.026662 4.986205 -0.2 0.2 0.0 -0.075
C -2.313132 0.789009 6.290594 0.2 -0.2 0.1 -0.007
H -4.333195 2.974968 7.906714 0.0 0.0 0.0 0.118
H -5.047002 3.420466 5.566710 0.0 0.0 0.0 0.104
H -4.017058 2.160894 3.707880 0.0 0.0 0.0 0.101
H -2.271092 0.474882 4.174700 0.1 0.1 0.1 0.060
H -1.543248 0.061062 6.513708 0.0 0.0 0.0 0.123
F 0.044350 2.604127 -7.738234 0.0 0.0 0.0 0.050
C 0.558418 2.974955 -8.927702 0.1 0.1 -0.2 -0.288
C -0.274061 3.540579 -9.872095 -0.2 0.0 0.0 -0.018
C 0.259320 3.924267 -11.093570 0.1 -0.1 0.0 -0.083
C 1.608470 3.729940 -11.356773 0.0 0.0 -0.1 -0.097
C 2.427918 3.155326 -10.395211 -0.1 0.0 0.0 -0.083
C 1.903058 2.777942 -9.167919 0.1 -0.1 0.2 -0.018
H -1.324326 3.676508 -9.649701 0.0 0.0 0.0 0.118
H -0.379395 4.375250 -11.841150 0.0 0.0 0.0 0.105
H 2.020605 4.026917 -12.312163 0.0 0.0 0.0 0.101
H 3.478612 2.999874 -10.600559 0.0 0.0 0.0 0.105
H 2.526573 2.335557 -8.401982 0.0 0.0 0.0 0.117
F 4.550235 1.566477 9.536427 0.0 0.0 0.0 0.054
C 3.238751 1.541765 9.225734 -0.3 0.0 -0.1 -0.291
C 2.836093 1.970821 7.977128 0.2 0.1 -0.2 -0.018
C 1.485656 1.940108 7.658584 0.0 -0.1 0.2 -0.073
C 0.559947 1.491732 8.591018 0.0 0.0 -0.1 -0.085
C 0.984986 1.068626 9.842696 0.1 0.0 -0.1 -0.074
C 2.334489 1.087821 10.164607 0.1 -0.1 0.2 -0.020
H 3.573331 2.323306 7.267487 0.0 0.0 0.0 0.116
H 1.155526 2.266507 6.680652 0.0 0.0 0.0 0.101
H -0.488511 1.471738 8.343353 0.1 0.0 0.1 0.065
H 0.263290 0.722679 10.571056 0.0 0.0 0.0 0.107
H 2.686644 0.754725 11.132166 0.0 0.0 0.0 0.116
```
Positions in Å, forces in eV/Å.

## Properties
Electronic energy = -2728.860529 Ha
Net charge = 0
Structure (SMILES) = CCOB(O)[C@@](I)(CCCCCCCOC)OC(=O)CCCOC.Fc1ccccc1.Fc1ccccc1.Fc1ccccc1.Fc1ccccc1
LUMO energy = 0.371 eV
Max |F| = 2.09 eV/A
Gap between HOMO and LUMO = 0.346 hartree
HOMO = -9.0 eV

No. 2
ORCA calculation (ωB97M-V/def2-TZVPD) on C40H52N11O3S6Zr as an isolated structure.

```
113
Properties=species:S:1:pos:R:3:forces:R:3:lowdin_charge:R:1
Zr 0.293717 -0.112990 0.199962 -1.5 -0.1 -1.0 1.040
S 1.012398 -4.261755 -1.743286 0.0 0.1 -0.1 0.545
C 0.987590 -2.719354 -1.205287 0.0 -0.1 -0.1 -1.749
S 1.831932 -2.180693 0.223703 -0.4 0.0 0.2 0.514
S 0.076761 -1.418592 -1.977592 0.1 -0.1 -0.2 0.383
C 6.808547 -3.083267 7.673798 0.0 0.0 -0.1 -0.069
O 6.440442 -3.066424 6.299095 0.0 0.0 0.1 -0.073
C 6.623953 -1.910356 5.621430 0.0 -0.1 0.0 -0.281
C 7.193942 -0.767759 6.166853 0.0 0.2 -0.1 -0.007
C 7.324093 0.371756 5.376985 0.0 0.0 0.3 -0.020
C 6.845194 0.395066 4.084531 -0.1 0.4 -0.1 -0.281
C 6.324251 -0.773102 3.522311 0.0 0.0 -0.1 -0.027
C 6.224342 -1.917244 4.279537 0.0 0.0 0.0 0.014
N 7.027494 1.638915 3.368133 0.1 -0.6 -0.3 0.090
N 6.188942 2.071462 2.566377 -0.4 0.1 0.6 0.074
C 4.836356 1.560755 2.508307 0.4 0.1 -0.3 -0.227
C 4.026440 1.423502 3.597839 -0.2 0.1 0.2 -0.001
C 2.672189 1.051370 3.455937 0.1 0.1 0.3 0.028
C 2.137128 0.813267 2.221477 -0.3 -0.2 0.1 -0.352
O 0.868465 0.384249 2.026937 1.2 0.2 0.8 -0.367
C 2.954714 0.996026 1.078289 0.0 0.0 -0.2 -0.181
N 2.389199 0.723894 -0.146505 0.5 0.3 0.5 -0.092
C 3.152027 0.773065 -1.215068 0.0 0.0 -0.1 -0.153
C 4.495214 1.179027 -1.171418 0.0 -0.1 -0.1 -0.011
C 5.060352 1.498322 0.026812 0.0 0.0 0.2 0.037
C 4.294441 1.379073 1.212856 0.2 -0.1 -0.2 -0.093
H 6.557406 -4.072421 8.041129 0.0 0.0 0.0 0.094
H 6.251716 -2.331239 8.236483 0.0 0.0 0.0 0.097
H 7.880103 -2.914076 7.795674 0.0 0.0 0.0 0.097
H 7.558296 -0.755548 7.182810 0.0 0.0 0.0 0.105
H 7.778771 1.268821 5.780926 0.0 -0.1 0.0 0.119
H 6.032286 -0.796054 2.479898 -0.1 0.0 0.0 0.118
H 5.847006 -2.839263 3.856386 0.0 0.0 0.0 0.124
H 4.431058 1.592817 4.587271 0.0 0.0 0.0 0.127
H 2.047007 0.911797 4.329559 0.0 0.0 0.0 0.128
H 2.682241 0.484328 -2.143619 0.0 0.0 -0.1 0.080
H 5.061468 1.226908 -2.090734 0.0 0.0 0.0 0.117
H 6.087535 1.833287 0.096905 0.0 0.0 0.0 0.123
C -0.537805 5.558204 1.398800 0.0 0.0 0.0 0.011
C -1.453390 4.523650 0.861286 0.0 0.0 -0.1 -0.310
N -2.711495 4.667638 0.605577 0.1 -0.4 -0.1 0.152
N -3.093767 3.438249 0.117685 -0.4 0.3 0.0 0.050
C -2.113542 2.541292 0.069589 0.0 -0.1 -0.2 -0.739
S -2.176980 0.945328 -0.472671 0.0 0.0 0.3 0.583
N -1.054549 3.233583 0.546418 0.3 0.1 0.2 -0.085
N 0.205010 2.662452 0.677667 0.0 0.0 -0.4 0.063
H -1.091228 6.485743 1.515928 0.0 0.0 0.0 0.095
H 0.297382 5.727393 0.717308 0.0 0.0 0.0 0.092
H -0.135869 5.263773 2.369838 0.0 0.0 0.0 0.091
H -4.050183 3.279768 -0.153461 0.0 0.0 0.0 0.165
H 0.834827 3.090460 0.001024 0.0 0.1 0.0 0.057
H 0.552029 2.801489 1.621372 0.0 -0.1 0.0 0.118
C -1.584463 -5.361705 4.626253 0.0 0.0 0.0 -0.110
C -0.631922 -4.402574 5.345184 0.0 0.0 -0.1 -0.252
C -0.457537 -3.036262 4.681216 -0.1 -0.1 0.0 -0.202
C 0.365624 -3.012459 3.400889 -0.1 0.0 -0.1 -0.211
N -0.269232 -3.702666 2.275244 0.1 0.0 0.2 0.016
C -1.095818 -3.149439 1.398898 0.0 0.1 -0.1 -0.736
S -1.603512 -1.486740 1.545558 0.0 -0.3 -0.2 0.607
N -1.539836 -3.907445 0.405322 -0.1 0.1 0.0 0.028
C -2.481594 -3.526893 -0.652297 0.0 -0.1 0.1 -0.229
C -3.929569 -3.812605 -0.275013 0.0 0.0 0.1 -0.193
C -4.199717 -5.255738 0.149273 0.0 0.0 -0.1 -0.261
C -3.814641 -6.289471 -0.906758 0.0 0.0 0.0 -0.105
H -1.870334 -6.184112 5.282874 0.0 0.0 0.0 0.072
H -1.138653 -5.809159 3.735069 0.0 0.0 0.0 0.055
H -2.499316 -4.847594 4.319216 0.0 0.0 0.0 0.074
H 0.349341 -4.874288 5.461984 0.0 0.0 0.1 0.108
H -1.014431 -4.233894 6.353784 0.0 0.0 0.0 0.105
H 0.042871 -2.365422 5.384798 0.0 0.0 0.0 0.114
H -1.439211 -2.602294 4.466179 0.0 0.0 0.1 0.103
H 1.332689 -3.492821 3.553956 0.0 0.0 0.0 0.130
H 0.547805 -1.982463 3.099989 0.0 0.0 0.0 0.065
H 0.062653 -4.631957 2.064899 0.0 0.0 0.0 0.148
H -1.158994 -4.840461 0.338198 0.0 0.0 0.0 0.132
H -2.181435 -4.082532 -1.539843 0.0 0.0 0.0 0.109
H -2.341841 -2.472518 -0.864562 0.0 0.1 0.0 0.050
H -4.550698 -3.561281 -1.140018 0.0 0.0 0.0 0.120
H -4.210877 -3.136012 0.536232 0.0 0.0 0.0 0.105
H -5.263513 -5.353619 0.373849 0.0 0.0 0.0 0.108
H -3.671294 -5.465735 1.084363 0.0 0.0 0.0 0.096
H -4.323044 -6.091419 -1.853355 0.0 0.0 0.0 0.080
H -4.090131 -7.295144 -0.587116 0.0 0.0 0.0 0.074
H -2.739541 -6.301070 -1.108224 0.0 0.0 0.0 0.062
C 1.584366 0.111420 -7.228618 0.0 0.0 0.0 -0.089
C 0.322360 -0.478892 -6.605447 0.1 0.0 0.0 -0.223
C -0.534636 0.564448 -5.910486 0.1 0.0 0.2 -0.150
N 0.129436 0.989838 -4.665427 0.0 -0.1 -0.1 0.047
C -0.144026 2.040463 -3.915422 -0.2 -0.2 -0.1 -0.792
S 0.420054 2.160470 -2.332853 0.0 0.4 -0.1 0.670
N -0.965191 3.025603 -4.443597 0.1 0.0 0.1 0.113
C -0.890178 3.754642 -5.646640 0.1 -0.2 0.0 -0.408
O -1.806305 4.482019 -5.931687 -0.1 0.0 0.0 0.123
C 0.346488 3.647097 -6.476604 0.0 0.1 0.1 -0.171
C 0.216501 3.811259 -7.852606 0.0 0.0 -0.1 -0.019
C 1.343889 3.811820 -8.656815 0.0 0.0 0.0 -0.062
C 2.604391 3.677852 -8.083845 0.0 0.0 0.0 -0.069
C 2.735274 3.539986 -6.709153 0.0 0.0 0.0 -0.071
C 1.606743 3.520433 -5.902534 0.1 0.0 0.0 -0.034
H 2.144542 -0.651549 -7.769445 0.0 0.0 0.0 0.078
H 2.246331 0.537485 -6.471185 0.0 0.0 0.0 0.068
H 1.334067 0.909132 -7.932828 0.0 0.0 0.0 0.068
H 0.583531 -1.265259 -5.889551 -0.1 0.0 0.0 0.112
H -0.291908 -0.951365 -7.372586 0.0 0.0 0.0 0.116
H -1.520192 0.165005 -5.665481 0.0 0.0 0.1 0.133
H -0.667106 1.419983 -6.563628 0.0 0.0 0.0 0.103
H 0.679321 0.281273 -4.193953 0.0 0.0 0.0 0.085
H -1.605581 3.435867 -3.779639 0.1 0.1 0.0 0.140
H -0.771795 3.941499 -8.275410 0.0 0.0 0.0 0.127
H 1.242658 3.933899 -9.727389 0.0 0.0 0.0 0.112
H 3.486934 3.695201 -8.710400 0.0 0.0 0.0 0.111
H 3.718199 3.457935 -6.262800 0.0 0.0 0.0 0.110
H 1.719952 3.443092 -4.827118 0.0 0.0 0.0 0.100
```
Positions in Å, forces in eV/Å.

## Properties
Electronic energy = -4819.632110 Ha
Net charge = +1
LUMO energy = -3.021 eV
Max |F| = 1.79 eV/A
Gap between HOMO and LUMO = 0.252 hartree
Energy above the lowest of the compared OMol25 structures with the same formula, charge and spin = 24.03 kcal/mol
HOMO = -9.9 eV

Question: Which value of electronic energy does entry 2 give?
Answer: -4819.632110 Ha

Question: Which of these has the lowest HOMO?
Answer: C40H52N11O3S6Zr

Question: Number 2 is which compound?
Answer: C40H52N11O3S6Zr

Question: Among the records above, which one has the highest HOMO?
Answer: C40H52BF4IO6